No. 1
23
Properties=species:S:1:pos:R:3:lowdin_charge:R:1 method="wB97M-V/def2-TZVPD" homo_energy_ev="-2.32 / -7.11" gap_ha="0.08252 / 0.25553" s2=0.7530 spin_multiplicity=2
C 1.852 1.222 -0.377 -0.02
C 0.439 0.589 -0.156 -0.35
C -0.240 0.747 1.213 -0.18
C -1.709 0.464 1.083 -0.61
C -2.746 1.150 1.618 -0.06
N -1.985 -0.740 0.479 -0.07
N 0.483 -0.860 -0.395 0.15
H 2.130 1.956 0.383 0.09
H 2.500 0.360 -0.250 0.07
H 1.993 1.572 -1.336 0.04
H -0.315 1.149 -0.765 0.16
H -0.349 1.787 1.539 0.11
H 0.136 0.112 2.106 0.11
H -2.627 2.155 2.054 0.00
H -3.777 0.815 1.821 0.00
H -2.590 -0.695 -0.438 0.08
H -2.412 -1.433 1.140 0.08
H 0.721 -1.465 0.372 0.14
H 1.067 -1.031 -1.215 0.10
H -0.544 -1.236 -0.532 0.14
H 2.526 -2.817 -2.239 0.03
H 2.969 -1.856 -3.484 0.08
O 2.478 -1.944 -2.621 -0.08

---

No. 2
19
Properties=species:S:1:pos:R:3:lowdin_charge:R:1 method="wB97M-V/def2-TZVPD" homo_energy_ev=-9.04 smiles="CC=C(C)C.C=O" gap_ha=0.36588
C -0.124 2.148 0.099 -0.10
C -0.392 0.815 0.739 -0.16
C 0.367 -0.275 0.582 -0.41
C 0.041 -1.572 1.275 -0.08
C 1.614 -0.266 -0.269 -0.07
H -0.827 2.912 0.446 0.07
H 0.890 2.497 0.327 0.08
H -0.216 2.087 -0.995 0.07
H -1.283 0.734 1.362 0.11
H -0.889 -1.509 1.849 0.08
H 0.844 -1.857 1.965 0.08
H -0.054 -2.396 0.556 0.08
H 2.494 -0.007 0.335 0.09
H 1.543 0.460 -1.086 0.08
H 1.803 -1.254 -0.705 0.08
C -1.485 -0.598 -1.631 -0.16
O -1.621 0.422 -2.261 -0.01
H -0.644 -1.296 -1.815 0.09
H -2.196 -0.914 -0.843 0.09

---

No. 3
67
Properties=species:S:1:pos:R:3:lowdin_charge:R:1 method="wB97M-V/def2-TZVPD" homo_energy_ev=-6.32 gap_ha=0.07768
C 3.203 -2.258 -1.090 -0.05
O 2.644 -1.021 -1.609 -0.16
C 2.241 -0.067 -0.720 -0.30
C 1.279 0.904 -1.106 -0.06
C 0.386 1.365 -0.143 -0.03
C 0.489 0.865 1.149 -0.09
B -0.736 1.003 2.235 -0.91
C -1.808 -0.359 1.922 -0.32
C -1.635 -1.606 2.502 -0.18
C -2.823 -2.178 3.094 -0.15
C -3.919 -1.329 3.011 -0.62
C -5.249 -1.443 3.664 -0.13
S -3.531 0.034 2.023 1.03
O -0.155 0.832 3.539 0.04
C -0.057 2.169 3.997 -0.48
C 0.098 2.133 5.503 -0.02
C 1.145 2.907 3.390 -0.02
C -1.443 2.779 3.427 -0.48
C -2.604 2.326 4.298 -0.04
C -1.454 4.295 3.283 -0.02
O -1.541 2.181 2.136 0.02
C 1.675 0.252 1.561 -0.03
C 2.627 -0.145 0.633 -0.03
H 3.025 -2.989 -1.881 0.07
H 4.285 -2.144 -0.941 0.10
H 2.706 -2.539 -0.148 0.10
H 1.219 1.278 -2.120 0.06
H -0.361 2.112 -0.400 0.12
H -0.670 -2.102 2.577 0.09
H -2.865 -3.118 3.651 0.09
H -5.256 -2.291 4.357 0.07
H -5.489 -0.537 4.244 0.07
H -6.049 -1.593 2.923 0.07
H 0.112 3.151 5.907 0.09
H -0.694 1.557 5.987 0.08
H 1.051 1.652 5.744 0.09
H 1.291 3.870 3.898 0.09
H 2.044 2.296 3.528 0.09
H 1.028 3.087 2.314 0.09
H -2.554 2.803 5.286 0.09
H -3.539 2.607 3.803 0.08
H -2.595 1.234 4.421 0.08
H -1.257 4.794 4.244 0.09
H -0.714 4.631 2.550 0.08
H -2.439 4.626 2.935 0.08
H 1.913 0.090 2.611 0.12
H 3.585 -0.576 0.936 0.11
O -1.042 -3.715 -8.539 0.18
C -0.275 -3.134 -7.904 -0.12
Co 1.055 -2.363 -7.046 0.03
C 2.069 -3.824 -6.708 -0.09
O 2.610 -4.845 -6.648 0.17
C 1.846 -1.990 -8.559 -0.15
O 2.384 -1.793 -9.561 0.20
C -0.136 -1.669 -5.287 -0.09
C 0.057 -1.566 -3.934 -0.23
C -0.468 -1.691 -2.685 0.18
Co 1.503 -1.084 -4.934 0.18
C 3.001 -2.012 -4.548 -0.03
O 4.093 -2.386 -4.608 0.22
C 1.999 0.411 -4.177 -0.04
O 2.437 1.456 -3.916 0.22
C 2.099 -0.560 -6.635 -0.17
O 2.593 0.369 -7.154 0.18
H -1.070 -1.646 -5.863 0.09
H -0.400 -0.853 -1.989 0.08
H -0.962 -2.641 -2.429 0.11

---

No. 4
48
Properties=species:S:1:pos:R:3:lowdin_charge:R:1 method="wB97M-V/def2-TZVPD" homo_energy_ev="-1.68 / -3.75" gap_ha="0.17927 / 0.25138" s2=3.7858 total_charge=-1 spin_multiplicity=4
Tc 0.009 0.213 0.174 1.32
C -1.088 2.053 -0.825 -0.19
C -0.533 1.605 -2.068 -0.16
C -0.925 0.263 -2.288 -0.15
H 0.085 2.210 -2.730 0.10
C -1.679 -0.185 -1.139 -0.26
C -1.895 0.989 -0.293 -0.31
H -2.666 1.119 0.452 0.10
H -1.043 3.065 -0.421 0.09
H -0.778 -0.321 -3.204 0.10
H -2.227 -1.133 -1.085 0.10
C 0.656 -0.047 2.279 -0.22
C -0.727 0.305 2.248 -0.21
C -1.422 -0.745 1.554 -0.23
H -1.183 1.166 2.740 0.11
C -0.469 -1.736 1.159 -0.19
C 0.822 -1.311 1.617 -0.18
H 1.748 -1.885 1.503 0.11
H 1.456 0.519 2.763 0.11
H -2.491 -0.841 1.409 0.11
H -0.702 -2.697 0.689 0.08
O 1.636 -0.012 -1.515 -0.41
C 0.884 -3.891 -1.860 -0.38
C 1.666 -2.850 -2.472 -0.13
C -0.586 -3.896 -2.126 -0.10
C 1.400 -4.593 -0.665 -0.11
C 2.123 -1.049 -2.269 -0.28
H 1.302 -2.667 -3.497 0.07
H 2.723 -3.164 -2.492 0.08
H 3.221 -1.101 -2.090 0.07
H 2.025 -0.698 -3.318 0.07
H -0.942 -4.901 -2.464 0.08
H -0.882 -3.178 -2.895 0.07
H -1.151 -3.645 -1.229 0.04
H 1.737 -5.643 -0.873 0.08
H 0.636 -4.686 0.116 0.06
H 2.269 -4.087 -0.221 0.07
C 3.591 4.177 0.746 -0.15
C 3.841 3.081 -0.084 -0.12
C 2.912 2.019 -0.178 -0.13
C 1.707 2.077 0.505 -0.16
C 1.436 3.175 1.301 -0.17
C 2.380 4.217 1.450 -0.14
H 4.319 4.982 0.844 0.08
H 4.761 3.046 -0.668 0.08
H 3.133 1.170 -0.809 0.06
H 0.486 3.246 1.832 0.07
H 2.175 5.059 2.115 0.08

---

No. 5
127
Properties=species:S:1:pos:R:3:lowdin_charge:R:1 method="wB97M-V/def2-TZVPD" homo_energy_ev=-8.34 smiles=CC(C)(C)CC(C)(C)c1ccc(OCCOCCBc2ccccn2)cc1.c1ccncc1.c1ccncc1.c1ccncc1.c1ccncc1.c1ccncc1.c1ccncc1 gap_ha=0.29900
C 9.278 0.068 1.738 -0.10
C 7.775 0.670 1.970 -0.51
C 7.976 2.227 2.281 -0.09
C 7.193 -0.177 3.245 -0.07
C 6.962 0.329 0.628 -0.15
C 5.632 1.188 0.376 -0.44
C 4.715 1.427 1.672 -0.07
C 5.987 2.566 -0.426 -0.05
C 4.696 0.357 -0.671 -0.12
C 3.201 0.840 -0.763 -0.01
C 2.233 0.081 -1.692 0.01
C 2.690 -1.139 -2.534 -0.22
O 1.676 -1.785 -3.325 -0.14
C 1.265 -3.022 -2.695 -0.17
C 0.741 -2.874 -1.187 -0.15
O -0.443 -3.691 -0.895 -0.21
C -1.453 -2.911 -0.225 -0.21
C -1.225 -2.797 1.383 -0.13
B -0.889 -1.293 1.888 -0.08
C -1.858 0.009 1.619 -0.21
C -3.347 0.039 2.011 -0.02
C -4.337 1.223 1.770 -0.01
C -3.606 2.447 1.096 -0.03
C -2.107 2.256 0.810 -0.16
N -1.253 1.147 1.011 0.03
C 4.172 -1.576 -2.472 0.02
C 5.188 -0.824 -1.533 -0.01
H 9.797 -0.004 2.768 0.08
H 9.906 0.839 1.148 0.08
H 9.277 -0.918 1.165 0.08
H 7.028 2.857 2.257 0.06
H 8.378 2.295 3.365 0.09
H 8.778 2.735 1.633 0.09
H 6.496 -0.970 2.770 0.08
H 6.631 0.492 3.977 0.07
H 8.046 -0.768 3.741 0.08
H 7.674 0.498 -0.271 0.13
H 6.783 -0.814 0.643 0.12
H 4.003 2.296 1.461 0.08
H 4.089 0.473 1.857 0.10
H 5.283 1.678 2.626 0.06
H 6.541 2.281 -1.390 0.10
H 4.958 3.039 -0.658 0.09
H 6.540 3.325 0.219 0.07
H 2.780 1.723 -0.182 0.09
H 1.140 0.441 -1.734 0.11
H 0.436 -3.545 -3.292 0.14
H 2.141 -3.775 -2.663 0.13
H 0.479 -1.811 -0.867 0.12
H 1.591 -3.226 -0.496 0.13
H -2.442 -3.499 -0.346 0.13
H -1.651 -1.885 -0.697 0.13
H -0.394 -3.487 1.760 0.10
H -2.220 -3.097 1.895 0.11
H 0.096 -1.075 2.525 0.06
H -3.768 -0.898 2.530 0.10
H -5.433 1.226 2.069 0.07
H -4.167 3.419 0.851 0.09
H -1.593 3.181 0.351 0.09
H 4.508 -2.473 -3.102 0.10
H 6.276 -1.169 -1.504 0.09
C 3.036 -7.197 0.961 -0.09
C 2.097 -6.218 0.669 -0.08
C 1.208 -6.450 -0.368 -0.14
N 1.203 -7.570 -1.111 0.06
C 2.122 -8.500 -0.808 -0.16
C 3.052 -8.364 0.210 -0.08
H 3.748 -7.053 1.767 0.10
H 2.057 -5.295 1.234 0.10
H 0.454 -5.716 -0.632 0.09
H 2.097 -9.392 -1.426 0.10
H 3.770 -9.149 0.411 0.10
C -9.351 3.335 -0.241 -0.08
C -9.461 3.188 1.134 -0.08
C -8.628 2.279 1.765 -0.15
N -7.721 1.525 1.123 0.04
C -7.636 1.686 -0.208 -0.15
C -8.420 2.571 -0.930 -0.07
H -9.984 4.038 -0.771 0.11
H -10.177 3.768 1.703 0.10
H -8.675 2.131 2.839 0.10
H -6.896 1.064 -0.702 0.11
H -8.307 2.660 -2.003 0.09
C -0.287 6.682 3.235 -0.08
C -0.548 5.367 2.879 -0.07
C 0.120 4.839 1.786 -0.16
N 1.005 5.527 1.047 0.06
C 1.238 6.798 1.412 -0.16
C 0.625 7.416 2.490 -0.08
H -0.789 7.131 4.085 0.11
H -1.255 4.765 3.437 0.09
H -0.049 3.815 1.472 0.07
H 1.956 7.331 0.796 0.10
H 0.854 8.444 2.740 0.10
C 1.148 2.182 6.489 -0.08
C 0.667 2.011 5.199 -0.07
C -0.685 2.210 4.971 -0.16
N -1.561 2.556 5.928 0.06
C -1.070 2.713 7.168 -0.16
C 0.265 2.541 7.497 -0.08
H 2.200 2.036 6.707 0.10
H 1.328 1.730 4.388 0.10
H -1.108 2.092 3.978 0.09
H -1.800 2.991 7.922 0.10
H 0.605 2.684 8.515 0.10
C -12.690 1.707 -4.756 -0.08
C -11.668 2.409 -5.377 -0.08
C -10.363 2.149 -4.988 -0.16
N -10.029 1.258 -4.041 0.05
C -11.038 0.594 -3.455 -0.15
C -12.373 0.778 -3.775 -0.08
H -13.724 1.881 -5.034 0.11
H -11.879 3.142 -6.146 0.10
H -9.530 2.671 -5.447 0.10
H -10.740 -0.118 -2.692 0.10
H -13.145 0.212 -3.270 0.10
C 0.407 -4.322 -6.808 -0.08
C 1.583 -4.035 -6.130 -0.07
C 2.771 -4.536 -6.637 -0.15
N 2.852 -5.289 -7.746 0.05
C 1.699 -5.553 -8.382 -0.16
C 0.462 -5.096 -7.958 -0.08
H -0.543 -3.946 -6.443 0.11
H 1.577 -3.435 -5.229 0.07
H 3.717 -4.336 -6.145 0.10
H 1.793 -6.165 -9.274 0.10
H -0.436 -5.339 -8.513 0.10